Density functional theory data (the ωB97M-V functional and the def2-TZVPD basis) for a 2-piece molecular cluster, ClH3NO2P overall in a non-equilibrium geometry.

The geometry in ORCA input format:
```
! wB97M-V def2-TZVPD RIJCOSX def2/J DEFGRID3
* xyz 0 1
N 1.19 0.23 -0.09
O -0.95 -1.24 0.57
O 0.42 0.80 -1.04
P -1.87 -0.70 -0.45
Cl -2.95 0.70 0.56
H 1.61 0.96 0.51
H 1.96 -0.32 -0.53
H 0.58 -0.43 0.48
*
```

Computed properties:
SMILES: [NH3+][O-].O=PCl
F_max in eV Å⁻¹: 1.28
ΔE to the lowest compared entry with this formula, charge and spin in kcal/mol: 69.59
LUMO in eV: -0.39